1.
Entry from the OMol25 dataset: a structure of composition C16H21N3O3 (ωB97M-V/def2-TZVPD).

Each line ends with the Löwdin charge.
Positions of all 43 atoms, in Å:
C 1.599 -3.911 0.587  -0.120
N 2.012 -2.406 0.360  -0.197
C 1.257 -1.846 -0.834  -0.024
H 0.213 -2.043 -0.583  0.077
H 1.756 -2.391 -1.507  0.059
H 1.479 -0.959 -0.688  -0.007
C 1.914 -1.852 1.776  -0.322
H 2.903 -2.235 2.217  0.164
C 0.814 -1.719 2.363  -0.288
N -0.247 -0.765 1.808  0.069
C -1.483 -1.369 1.116  -0.440
O -1.697 -2.531 1.279  0.079
C -2.156 -0.094 0.795  -0.051
C -1.558 0.770 -0.257  -0.190
C -0.939 0.638 -1.503  -0.174
N -0.411 1.655 -1.775  -0.005
C -0.269 2.642 -0.629  -0.076
C 0.335 3.775 -0.582  -0.185
C 0.323 4.539 0.411  -0.037
C -0.538 3.854 1.608  -0.038
C -0.961 2.661 1.498  -0.086
C -1.128 1.857 0.255  -0.145
H -1.687 2.243 2.239  0.123
H -0.638 4.362 2.555  0.094
H 0.983 5.396 0.464  0.099
H 0.941 4.315 -1.520  0.191
C 0.354 2.058 -2.942  0.007
H 0.147 1.170 -3.957  0.194
H -0.197 2.830 -3.478  0.090
H 1.324 2.186 -2.930  0.023
C -1.291 -0.490 -2.521  -0.393
O -0.750 -0.605 -3.527  0.159
O -2.136 -1.408 -1.909  0.132
H -2.168 -2.140 -2.384  0.045
H -2.762 0.361 1.538  0.106
H -3.152 -0.677 -0.127  0.220
H 0.153 0.196 1.581  0.136
H -0.005 -2.689 2.543  0.195
H 0.928 -1.314 3.362  0.123
H 2.274 -0.919 1.265  0.139
H 2.115 -4.271 1.504  0.058
H 0.395 -4.288 0.787  0.129
H 1.951 -4.588 -0.258  0.068

Calculated values
**ΔE to the lowest compared entry with this formula, charge and spin**: 1653.99 kJ/mol
**Net charge**: 0
**E_HOMO**: -7.755 eV
**E**: -27531.0222 eV
**Spin multiplicity**: 1

=====

2.
Entry from the OMol25 dataset: the molecule C16H21N3O3S (ωB97M-V/def2-TZVPD).

Each line ends with the Löwdin charge.
Positions of all 44 atoms, in Å:
C -5.488 -2.012 0.412  -0.411
S -5.198 -1.121 -1.146  0.810
C -5.031 0.532 -0.527  -0.532
C -3.830 0.894 0.332  -0.202
C -2.516 0.689 -0.438  -0.308
N -1.965 -0.689 -0.342  0.023
C -1.472 1.695 0.028  -0.439
O -1.763 2.810 0.387  0.088
N -0.203 1.160 -0.075  0.073
C 0.853 1.973 0.478  -0.205
C 1.687 1.154 1.503  -0.072
C 2.197 -0.183 1.017  -0.181
C 1.564 -1.380 1.137  -0.095
N 2.269 -2.381 0.528  0.072
C 3.398 -1.806 -0.067  -0.217
C 4.403 -2.405 -0.857  -0.033
C 5.462 -1.609 -1.256  -0.102
C 5.529 -0.230 -0.901  -0.101
C 4.537 0.367 -0.139  0.001
C 3.420 -0.468 0.306  -0.115
C 1.792 2.573 -0.606  -0.472
O 2.727 3.325 -0.316  0.068
O 1.461 2.381 -1.871  0.125
H -6.321 -1.543 0.943  0.033
H -5.770 -3.057 0.125  0.041
H -4.598 -2.077 1.108  0.043
H -4.966 1.044 -1.462  0.058
H -5.932 0.801 -0.011  0.071
H -3.825 0.305 1.327  0.138
H -3.851 1.945 0.675  0.114
H -2.684 0.878 -1.516  0.160
H -2.529 -1.263 -0.996  0.052
H -2.153 -1.046 0.630  0.099
H -0.162 0.121 -0.102  0.117
H 0.361 2.885 0.933  0.172
H 1.039 0.984 2.400  0.132
H 2.521 1.759 1.852  0.118
H 0.629 -1.592 1.691  0.133
H 2.073 -3.398 0.568  0.170
H 4.358 -3.501 -1.031  0.115
H 6.294 -2.045 -1.836  0.104
H 6.445 0.328 -1.128  0.101
H 4.562 1.460 0.087  0.114
H 0.674 1.741 -1.847  0.141

Calculated values
**ΔE to the lowest compared entry with this formula, charge and spin**: 127.84 kJ/mol
**SMILES**: CSCC[C@H](N)C(=O)N[C@@H](Cc1c[nH]c2ccccc12)C(=O)O
**Net charge**: 0
**E_HOMO**: -8.070 eV
**E**: -38381.7391 eV
**Spin multiplicity**: 1

=====

- The highest ΔE to the lowest compared entry with this formula, charge and spin belongs to which entry?
  C16H21N3O3

=====

What did the first record say?
Entry from the OMol25 dataset: a structure of composition C16H21N3O3 (ωB97M-V/def2-TZVPD).

Each line ends with the Löwdin charge.
Positions of all 43 atoms, in Å:
C 1.599 -3.911 0.587  -0.120
N 2.012 -2.406 0.360  -0.197
C 1.257 -1.846 -0.834  -0.024
H 0.213 -2.043 -0.583  0.077
H 1.756 -2.391 -1.507  0.059
H 1.479 -0.959 -0.688  -0.007
C 1.914 -1.852 1.776  -0.322
H 2.903 -2.235 2.217  0.164
C 0.814 -1.719 2.363  -0.288
N -0.247 -0.765 1.808  0.069
C -1.483 -1.369 1.116  -0.440
O -1.697 -2.531 1.279  0.079
C -2.156 -0.094 0.795  -0.051
C -1.558 0.770 -0.257  -0.190
C -0.939 0.638 -1.503  -0.174
N -0.411 1.655 -1.775  -0.005
C -0.269 2.642 -0.629  -0.076
C 0.335 3.775 -0.582  -0.185
C 0.323 4.539 0.411  -0.037
C -0.538 3.854 1.608  -0.038
C -0.961 2.661 1.498  -0.086
C -1.128 1.857 0.255  -0.145
H -1.687 2.243 2.239  0.123
H -0.638 4.362 2.555  0.094
H 0.983 5.396 0.464  0.099
H 0.941 4.315 -1.520  0.191
C 0.354 2.058 -2.942  0.007
H 0.147 1.170 -3.957  0.194
H -0.197 2.830 -3.478  0.090
H 1.324 2.186 -2.930  0.023
C -1.291 -0.490 -2.521  -0.393
O -0.750 -0.605 -3.527  0.159
O -2.136 -1.408 -1.909  0.132
H -2.168 -2.140 -2.384  0.045
H -2.762 0.361 1.538  0.106
H -3.152 -0.677 -0.127  0.220
H 0.153 0.196 1.581  0.136
H -0.005 -2.689 2.543  0.195
H 0.928 -1.314 3.362  0.123
H 2.274 -0.919 1.265  0.139
H 2.115 -4.271 1.504  0.058
H 0.395 -4.288 0.787  0.129
H 1.951 -4.588 -0.258  0.068

Calculated values
**ΔE to the lowest compared entry with this formula, charge and spin**: 1653.99 kJ/mol
**Net charge**: 0
**E_HOMO**: -7.755 eV
**E**: -27531.0222 eV
**Spin multiplicity**: 1

=====

- net charge of number 1 (C16H21N3O3)?
  0

=====

- What is the ΔE to the lowest compared entry with this formula, charge and spin in the second record?
  127.84 kJ/mol